This record from the OMol25 dataset describes C5H8BN in the gas phase in a non-equilibrium geometry. The level of theory is ωB97M-V with the def2-TZVPD basis set.

Geometry (Å):
1 B 0.3188 1.3660 0.0779
2 C -1.2346 1.3530 -0.0300
3 C -2.0244 0.2566 0.0427
4 C -1.6674 -1.1394 -0.0168
5 C -0.4301 -1.5322 0.0027
6 C 2.1909 -0.1915 -0.0151
7 N 0.8473 0.1065 0.0931
8 H 0.9616 2.4119 0.2394
9 H -1.8425 2.3508 -0.2092
10 H -3.0338 0.3349 0.1104
11 H -2.3774 -1.9734 -0.0837
12 H 0.2115 -2.3608 -0.1859
13 H 2.4715 -0.9555 -0.6821
14 H 2.8862 0.6413 -0.1815
15 H 2.7222 -0.6683 0.8377

Forces on the atoms, in the same order (eV/Å):
-0.97 0.45 0.22
-1.82 1.72 -0.37
1.68 0.34 -0.31
0.73 -0.63 0.38
3.64 3.76 -0.20
3.36 -0.88 1.60
-2.72 -2.88 -0.26
-0.23 -0.89 -0.35
1.28 -2.01 0.77
-2.99 0.82 -0.12
-0.22 0.63 0.04
0.13 -0.36 0.16
-0.23 -0.76 -1.91
-0.70 0.35 -0.39
-0.94 0.33 0.74

## Properties
**Energy relative to the best compared isomer or geometry (same formula, charge and spin)**: 3.299 eV
**Total energy**: -274.79938 hartree
**LUMO**: 0.422 eV
**Molar mass**: 92.9 u
**Kohn-Sham gap**: 9.32 eV


This record from the OMol25 dataset describes a molecular structure, C5H8BaLiO3 in a non-equilibrium geometry. The level of theory is ωB97M-V with the def2-TZVPD basis set.

Geometry (Å):
1 C 0.9543 -2.5998 0.6055
2 C 1.8381 -2.8829 -0.4817
3 H 1.5074 -2.3180 1.5160
4 H 0.1314 -3.3222 0.7357
5 H 1.6881 -3.7904 -1.0779
6 Ba 3.0431 -1.1082 -1.7909
7 O -0.4929 1.0300 0.6689
8 Li 1.6765 2.1292 1.8326
9 O 1.4056 0.3174 1.4544
10 C 0.3753 0.0499 0.8353
11 O 0.1840 -1.0442 0.1896
12 C -1.0788 1.3207 -0.6208
13 C -2.1692 2.3389 -0.4049
14 H -0.3060 1.7070 -1.2971
15 H -1.4394 0.3900 -1.0761
16 H -1.8023 3.1670 0.2156
17 H -2.4739 2.7351 -1.3830
18 H -3.0412 1.8805 0.0790

Forces on the atoms, in the same order (eV/Å):
0.77 -0.40 -0.17
0.01 0.44 -0.52
-0.65 -0.02 -0.15
-0.22 1.13 0.16
-0.15 -0.26 0.59
0.11 0.10 -0.13
0.10 0.65 0.46
-0.33 -0.25 0.32
1.18 0.39 1.03
0.16 -0.69 -1.69
-0.40 -0.81 0.25
-0.62 -0.56 -0.64
-0.18 0.00 -0.10
0.21 0.11 0.30
-0.11 0.19 0.28
-0.14 -0.16 -0.21
0.00 -0.06 0.32
0.26 0.19 -0.11

## Properties
**Energy relative to the best compared isomer or geometry (same formula, charge and spin)**: 1.675 eV
**Total energy**: -453.43257 hartree
**LUMO (spin up / spin down)**: -7.718 / -7.730 eV
**Spin multiplicity**: 2
**Molar mass**: 260.4 u
**Total charge**: +2
**Kohn-Sham gap (spin up / spin down)**: 7.46 / 7.77 eV